(1)
ORCA calculation (the ωB97M-V functional and the def2-TZVPD basis) on C40H32Cl4F2N2O29S2 as an isolated structure at a distorted geometry.

Its orbital gap is 7.367 eV.

Geometry as ORCA input:
```
! wB97M-V def2-TZVPD RIJCOSX def2/J DEFGRID3
* xyz 0 1
O 4.3399 -2.6064 -3.2556
O -4.2357 -2.0348 -2.4130
H -1.6629 5.0525 0.8359
C 3.2126 1.2953 3.0123
C 0.6924 0.5160 6.5297
O 2.5013 -6.9272 -3.7716
O 1.7416 1.6438 -1.5049
O -0.1874 2.9089 1.1319
O 3.2263 -0.2691 -2.0165
Cl 6.4570 -0.4619 -1.1479
O -3.8631 4.6603 -5.3594
C -1.1309 -3.7173 -3.0358
C -2.5358 -3.2757 -5.0997
C -0.7373 3.6168 2.1091
C 2.1679 -4.7266 -1.0628
H 1.3456 -1.1696 -4.7546
F 3.5886 1.1591 -0.0693
H 4.2226 1.0722 2.5866
O 1.1790 1.8510 8.4133
C 7.3533 0.5995 -2.2191
C -2.0434 1.2914 6.5334
C 3.1066 -3.6855 -1.4616
H 3.5854 -2.2065 1.8870
C -1.5616 4.6561 1.8440
H -0.3418 3.3230 0.2453
C -0.2291 0.0118 5.5315
H 1.6998 0.1894 6.3614
H 4.2394 -1.8951 -2.5553
H -0.5710 3.4610 5.5215
H 2.2588 -0.1015 1.7751
O 0.4822 -1.1371 -5.2593
C -0.8404 2.0474 -3.9799
O -2.4470 5.6125 5.3639
H 2.0424 -2.7010 2.5311
C -1.3652 1.8870 -5.1912
C -2.1728 2.9986 -5.7167
C -1.4408 -2.4351 -5.6933
S 0.0651 -0.4939 -0.0472
N 1.6132 -0.2819 0.0723
O 1.2043 -6.7864 -1.5545
C -3.7098 -1.8310 -0.1420
H -2.8585 6.4036 4.9992
H 1.3443 0.2403 3.0620
C -1.0108 3.8501 4.5808
Cl 9.0153 0.7524 -1.6695
C 2.5888 -5.8588 -3.1743
H 1.4402 -7.4801 -2.1751
C -1.0672 1.7865 7.5911
H 3.4795 -4.5755 -4.7902
C -0.1135 -2.7180 -3.6141
C -2.9051 3.8911 -4.7801
O -1.3855 2.6527 8.3365
H 3.3839 -2.9558 3.6108
C -4.1553 0.1858 -1.4746
H -2.9887 1.8496 6.6467
H -3.4625 2.0587 -0.7074
H -3.8576 4.4445 -6.2984
C 1.9482 -5.7543 -1.8920
O -3.1736 -4.9310 -3.4871
C -1.4931 3.0969 -3.0028
F -0.3477 -0.0854 1.4874
O -0.2875 -1.8484 -0.0616
S 2.4500 0.4848 -1.0773
H 0.2721 1.3496 -2.5898
H -3.0737 0.7257 2.6894
H -3.1372 4.4955 -2.7229
H -3.9288 -4.7479 -4.0878
C -0.4693 3.1383 3.4769
H -2.2931 -0.7286 4.0467
C -3.6603 1.0481 -0.4256
C 3.2033 -4.6710 -3.7679
C -3.5018 -0.9526 1.0366
O -2.8737 6.3735 3.0144
C -2.5938 3.9354 -3.4695
H -1.5938 -1.8523 -6.6076
O -2.5555 -0.0061 4.6407
H -4.4685 -1.3892 -3.1002
C 3.0219 -2.3217 2.8357
H 1.6792 -4.6461 -0.0878
O -3.2960 1.2700 1.9269
O -1.0174 3.3544 -1.8996
N 2.3503 0.1049 2.7885
C -2.1960 -4.0529 -3.8143
H 2.8144 2.1662 2.5565
C 0.3578 1.3309 7.5328
O -3.1420 -1.3945 2.1267
O -2.3914 3.2054 -6.9177
O 0.3397 2.2423 3.6621
H 3.2228 1.4787 4.0867
O -3.6315 -3.4885 -5.6189
C -4.0697 -1.2985 -1.3107
O 3.1252 -0.8504 4.6807
O 0.1448 1.3884 -3.5602
Cl 7.3310 -0.2069 -3.7455
O -4.5302 0.6247 -2.5347
Cl 6.6359 2.1437 -2.4154
O 0.1788 -0.6435 4.5390
C -0.3749 -2.1433 -4.9554
C -1.7893 4.9392 4.3759
O 3.4570 -2.8211 -0.6328
H -0.9067 -4.2072 -2.0856
O 0.8588 -2.3551 -2.9749
C -2.1014 5.4333 3.0128
O -0.5624 0.4167 -0.8909
C 2.8222 -1.0453 3.5098
H -0.8399 1.2075 -5.8640
H -3.5434 -2.9084 -0.0124
C -1.6606 0.4464 5.5551
C -3.5504 0.5647 0.8423
C 3.5331 -3.6585 -2.9468
H 0.6115 2.4064 9.0189
*
```

(2)
ORCA calculation (the ωB97M-V functional and the def2-TZVPD basis) on C40H32F4N5O2PV as an isolated structure at a distorted geometry.

Its expectation value of S² is 2.03. Its orbital gap (spin up / spin down) is 7.043 / 7.122 eV.

Geometry as ORCA input:
```
! wB97M-V def2-TZVPD RIJCOSX def2/J DEFGRID3
* xyz 1 3
H -1.2695 -0.5748 3.6516
H 3.6536 -0.3288 3.2265
C 2.0313 -2.2388 -4.4357
C -1.5560 4.0165 -1.4851
C 3.2618 0.3816 -2.1069
C -1.1646 -2.5179 2.7368
C -2.6028 -1.2255 0.7137
H 4.1410 -0.6398 -3.7801
C -0.2301 -1.7267 -2.8525
H -2.5043 -3.9629 -0.4120
H -2.5808 5.8774 -1.1505
N 2.2755 0.5667 1.8665
F -2.7877 5.6607 1.4396
C -0.3312 -2.6138 -3.9416
C -1.0064 -5.2456 -1.2666
C 0.8738 -2.8913 -4.6797
C 3.2789 -0.5304 -3.1348
C -0.9884 2.6561 0.4794
C -4.9657 -0.9392 0.8267
C 2.1293 -1.3026 -3.3674
C -1.6229 -3.0670 -4.2762
C -3.5984 0.6785 -0.3518
H 2.1176 1.1408 -0.4476
H -3.3181 -1.3975 -1.8774
C 3.2143 -0.4873 2.2309
C -1.6326 3.6463 1.2410
F -0.4552 1.9292 -1.7022
H -5.7359 0.7789 -0.1974
C -3.8402 -1.6773 1.1622
O 1.7158 -3.7365 -6.6389
N 1.0516 -0.2849 -1.4613
C -1.8002 -2.1211 5.0286
C 2.1409 0.4591 -1.2839
C -2.1878 4.7708 0.6525
H 0.7432 -0.4819 2.7480
C -2.4548 -0.0407 -0.0177
H 3.2158 2.1755 2.9067
C 0.8457 -3.5873 -0.0448
H -1.9712 -1.4321 5.8454
F -1.7803 3.5088 2.5651
C -1.3914 -1.6404 3.7962
H -3.6982 -2.9169 -3.7967
C -2.1526 4.9890 -0.7106
N -1.2858 -1.3306 -2.1125
C -1.9950 -3.4828 5.2136
H 4.1003 1.0369 -1.9192
H -1.7726 -3.7466 -5.0982
H -1.7241 -5.8918 -1.7565
C -1.0101 2.8995 -0.8986
H -1.1310 -4.5834 2.1324
V -0.4530 0.1335 -0.2672
H 3.8542 1.8126 1.2956
C 1.1222 0.5371 2.7498
C 0.0227 1.5219 2.3607
C -0.5178 -3.3154 0.0781
H 1.5625 -2.9164 0.4184
F -1.5002 4.1438 -2.8126
C -1.7478 -4.3615 4.1704
H -0.8363 1.3323 3.0095
H -1.8837 -5.4255 4.3149
H 0.6821 -6.3763 -1.9490
N 0.8968 -3.8919 -5.7586
H -3.9210 -2.5770 1.7625
H 4.0249 -0.5278 1.5013
O 0.1585 -4.8521 -5.6487
H 2.3367 -4.9179 -0.8235
H -2.3398 -3.8569 6.1683
C -2.4799 -1.7520 -2.4667
H 2.7005 -1.4498 2.2374
C 0.3505 -5.5182 -1.3790
H 1.4052 0.7751 3.7888
H -5.9428 -1.2566 1.1677
N -0.3874 1.4987 0.9488
H 0.3767 2.5232 2.6124
H -3.5435 1.5926 -0.9350
C -2.6917 -2.6129 -3.5463
C -1.3296 -3.8866 2.9351
C 1.0212 -1.1136 -2.5299
C -1.4445 -4.1583 -0.5247
P -0.9237 -1.8303 1.0548
C -4.8452 0.2224 0.0688
C 1.2793 -4.6956 -0.7568
H 2.2922 2.6301 1.4567
C 2.9399 1.8651 1.8888
H 2.8939 -2.4341 -5.0582
*
```

(3)
ORCA calculation (the ωB97M-V functional and the def2-TZVPD basis) on a 3-piece molecular cluster, C40H32N3O8 overall at a distorted geometry.

Its orbital gap is 5.698 eV.

Geometry as ORCA input:
```
! wB97M-V def2-TZVPD RIJCOSX def2/J DEFGRID3
* xyz 1 1
C 2.9107 5.8955 -7.2954
H -1.4090 1.7396 -5.3784
C 0.4244 -1.1721 8.5076
H -2.3275 -2.1400 2.8300
C 0.4136 -0.7154 9.8174
C -0.2888 -2.7847 6.7563
C 1.6375 4.3506 -2.5661
H 3.0387 6.3955 -8.2807
H -3.7270 -5.4910 -0.5838
C -2.4375 -5.8762 7.0488
C -0.5139 1.3221 -5.9176
H -2.7059 -4.8848 -4.6992
H -0.6463 -3.8280 4.3003
H 3.3365 6.2582 -3.8307
C -1.7333 -4.7252 7.3914
H -3.8384 -6.2104 -2.9404
H -1.4271 -2.8650 -4.0942
C -0.9767 -3.0305 9.1479
H 0.9768 -0.6273 7.7513
C 3.3751 2.7849 -3.2815
O 1.9150 3.9485 -1.4572
C 2.4617 4.4146 -4.8372
C 0.2111 2.5477 -6.6119
H 0.1738 5.6615 -3.6766
C -1.8629 -5.5377 4.7341
N 2.2094 3.6167 -3.6769
H -1.9241 -5.8480 3.6973
C -3.2229 -4.9125 -1.3487
C 3.0652 1.2791 -2.9532
C -1.0618 -1.3647 -0.2265
C -1.0713 -1.8235 -1.6368
H 3.5253 9.5191 -4.9152
C -1.9278 -3.4370 -3.3222
C -1.1455 -4.3999 5.0739
N 2.1593 3.8436 -6.0736
O -2.2775 -4.9156 9.6682
C -0.2781 -2.3250 8.1669
C 3.2684 6.5393 -6.0188
H 3.7278 0.8794 -2.1475
H -2.9403 -6.4549 7.8145
C -2.5011 -6.2811 5.7232
N 1.6497 2.5718 -6.2244
O 4.4839 3.2202 -3.1951
H 3.0402 0.6362 -3.8714
H 1.8634 1.9662 -5.4329
C -1.7624 -2.0699 0.7533
C -0.3585 -0.2127 0.1167
H -0.0618 5.5390 -1.8181
H 0.1751 1.1422 1.6907
C -0.3701 0.2433 1.4268
C -1.7063 -4.2770 8.8061
H -3.0538 -7.1749 5.4579
H -0.3146 -1.0447 11.8134
C -1.0850 -0.4489 2.4002
H 2.0056 1.2851 -2.5547
H -1.1010 -0.0869 3.4216
H 0.1840 2.3794 -7.7294
H -0.8817 0.5508 -6.6420
C -0.2993 -1.4079 10.7923
C 2.3761 4.5522 -7.2521
C -1.0734 -3.9934 6.4029
H 1.2669 6.5036 -2.5272
C -1.8563 -3.0306 -1.9925
H -0.3263 3.5220 -6.4431
C -3.2855 -5.3172 -2.6743
O -3.0646 -3.9533 1.2708
C -2.4924 -3.3151 0.4099
O -0.4487 -1.2154 -2.4914
O 4.0231 8.4564 -7.1478
H 2.1086 4.0745 -8.2266
C 3.8324 7.9793 -6.0588
C -1.7758 -1.6049 2.0657
H 0.1956 0.3324 -0.6382
C -2.5181 -3.7624 -1.0051
C 3.0447 5.7661 -4.7902
O 4.1093 8.7367 -4.9381
C -0.9890 -2.5650 10.4598
H 0.9579 0.1844 10.0800
C -2.6457 -4.5742 -3.6626
C 0.6612 5.5598 -2.6751
H 0.1157 0.7872 -5.1605
O 0.3307 -2.1773 5.9014
H -1.5396 -3.1018 11.2232
*
```

| no. | E_tot (hartree) |
| --- | --- |
| 1 | -6671.7033 |
| 2 | -3652.2718 |
| 3 | -2309.3950 |